1.
{
  "formula": "C55H46N7O6PbS3",
  "method": "the ωB97M-V functional and the def2-TZVPD basis",
  "symbols": ["Pb", "O", "C", "O", "C", "C", "C", "C", "C", "N", "C", "O", "O", "H", "H", "H", "H", "O", "C", "C", "C", "C", "N", "C", "C", "C", "C", "C", "C", "O", "C", "C", "N", "H", "H", "H", "H", "H", "H", "H", "H", "H", "H", "H", "H", "N", "S", "N", "S", "N", "S", "N", "C", "C", "C", "C", "C", "C", "C", "C", "C", "C", "C", "C", "C", "C", "C", "C", "C", "C", "C", "C", "C", "C", "C", "C", "C", "C", "C", "C", "C", "C", "C", "C", "C", "C", "C", "C", "H", "H", "H", "H", "H", "H", "H", "H", "H", "H", "H", "H", "H", "H", "H", "H", "H", "H", "H", "H", "H", "H", "H", "H", "H", "H", "H", "H", "H", "H"],
  "positions_angstrom": [[0.9114, 2.9123, 0.0544], [-1.9441, 4.4057, 3.7168], [-1.3758, 3.8714, 2.6503], [-0.3420, 3.2336, 2.6870], [-2.1311, 4.1276, 1.3894], [-3.3453, 4.7950, 1.3620], [-3.9344, 5.0284, 0.1225], [-3.3080, 4.5753, -1.0238], [-2.1010, 3.8886, -0.9010], [-1.5376, 3.6845, 0.2789], [-1.3816, 3.3253, -2.1341], [-1.8667, 3.5637, -3.2220], [-0.3352, 2.5934, -1.9151], [-1.3859, 4.3072, 4.5013], [-3.8025, 5.1393, 2.2782], [-4.8718, 5.5649, 0.0622], [-3.7050, 4.7540, -2.0137], [7.4073, 1.9519, 2.8706], [6.2739, 1.6585, 3.6452], [5.0660, 1.6077, 2.7577], [3.8015, 1.3584, 3.2870], [2.7154, 1.3974, 2.4398], [2.8172, 1.6495, 1.1330], [4.0327, 1.8526, 0.6018], [5.1753, 1.8328, 1.3922], [4.0947, 2.1518, -0.8537], [5.2662, 1.9841, -1.5755], [5.2904, 2.2867, -2.9346], [6.5560, 2.0632, -3.7142], [7.0859, 0.8147, -3.3108], [4.1257, 2.7585, -3.5239], [2.9930, 2.8955, -2.7406], [2.9704, 2.5950, -1.4433], [8.1740, 2.0574, 3.4418], [6.0993, 2.4189, 4.4161], [6.3701, 0.6911, 4.1552], [3.6689, 1.1616, 4.3432], [1.7037, 1.2725, 2.8101], [6.1567, 2.0255, 0.9860], [6.1607, 1.5977, -1.1091], [7.2516, 2.8791, -3.4835], [6.3419, 2.0862, -4.7864], [7.9364, 0.6758, -3.7397], [4.0966, 3.0027, -4.5774], [2.0536, 3.2411, -3.1595], [-0.1155, 0.6147, 0.4490], [-0.7110, -0.4072, 1.4974], [-2.0482, -1.1274, 0.9842], [-2.1341, -2.3082, -0.0758], [-1.1538, -2.1923, -1.2645], [-0.6195, -0.7091, -1.7756], [0.3074, -0.0987, -0.6966], [0.5332, -1.2274, -3.0075], [0.2286, -2.3311, -3.7959], [1.1610, -2.7481, -4.7292], [2.3714, -2.0752, -4.8513], [2.6545, -0.9726, -4.0560], [1.7264, -0.5302, -3.1283], [-2.0928, -0.0252, -2.5431], [-2.1613, -0.0443, -3.9261], [-3.3239, 0.3966, -4.5393], [-4.3866, 0.8438, -3.7706], [-4.2838, 0.8856, -2.3865], [-3.1279, 0.4575, -1.7576], [-1.7954, -3.8762, 0.6665], [-2.5530, -4.2320, 1.7753], [-2.2808, -5.4395, 2.3929], [-1.2769, -6.2640, 1.8940], [-0.5389, -5.8911, 0.7781], [-0.7939, -4.6826, 0.1493], [-3.8250, -2.3186, -0.6101], [-4.8324, -1.6845, 0.0997], [-6.1038, -1.6629, -0.4480], [-6.3470, -2.2676, -1.6745], [-5.3292, -2.9255, -2.3564], [-4.0530, -2.9563, -1.8239], [0.4545, -1.6769, 1.9735], [0.0577, -2.5984, 2.9367], [0.9439, -3.5927, 3.3099], [2.2051, -3.6542, 2.7278], [2.5884, -2.7181, 1.7764], [1.7151, -1.7131, 1.3902], [-1.2566, 0.3767, 2.9864], [-2.5632, 0.8494, 3.0250], [-3.0721, 1.2964, 4.2303], [-2.2734, 1.2862, 5.3695], [-0.9583, 0.8443, 5.3044], [-0.4399, 0.3757, 4.1078], [-0.7093, -2.8548, -3.6733], [0.9477, -3.6014, -5.3577], [3.0996, -2.4153, -5.5754], [3.6031, -0.4615, -4.1517], [1.9002, 0.3285, -2.4969], [-1.3266, -0.3835, -4.5222], [-3.3860, 0.4010, -5.6184], [-5.2932, 1.1825, -4.2538], [-5.1026, 1.2763, -1.7968], [-3.0277, 0.5167, -0.6816], [-3.3343, -3.5775, 2.1446], [-2.8559, -5.7418, 3.2573], [-1.0769, -7.2113, 2.3769], [0.2315, -6.5432, 0.3901], [-0.2385, -4.3598, -0.7213], [-4.6226, -1.2134, 1.0516], [-6.9083, -1.1700, 0.0806], [-7.3418, -2.2342, -2.0981], [-5.5294, -3.4115, -3.3011], [-3.2391, -3.4560, -2.3332], [-0.9205, -2.5271, 3.3956], [0.6524, -4.3175, 4.0577], [2.8930, -4.4352, 3.0234], [3.5747, -2.7629, 1.3350], [2.0021, -0.9761, 0.6555], [-3.1641, 0.8475, 2.1254], [-4.0972, 1.6355, 4.2901], [-2.6879, 1.6123, 6.3142], [-0.3401, 0.8432, 6.1914], [0.5732, -0.0037, 4.0635]],
  "atomic_forces_ev_per_a": [[-0.31, 0.72, -0.18], [-0.32, 0.31, 0.05], [0.39, -0.24, -0.01], [-0.05, 0.14, -0.02], [-0.33, 0.18, -0.15], [0.12, -0.02, 0.04], [-0.03, -0.05, -0.03], [0.04, 0.07, -0.06], [0.02, -0.03, -0.02], [-0.21, -0.16, 0.16], [-0.23, -0.08, -0.29], [-0.02, -0.09, 0.13], [0.37, 0.04, 0.49], [0.15, -0.14, -0.04], [0.01, 0.02, -0.01], [0.01, 0.01, -0.01], [-0.02, -0.04, 0.01], [-0.01, -0.01, -0.08], [0.01, -0.08, 0.16], [-0.04, -0.02, -0.14], [0.01, -0.01, -0.02], [0.10, 0.13, -0.03], [0.34, -0.31, -0.12], [-0.07, -0.05, 0.28], [0.05, 0.03, 0.06], [0.17, 0.02, -0.31], [-0.08, 0.01, 0.04], [-0.07, -0.12, 0.07], [0.03, 0.08, -0.04], [-0.05, -0.04, 0.03], [0.14, -0.01, 0.03], [-0.14, 0.07, -0.02], [0.08, -0.28, 0.10], [0.02, 0.00, 0.01], [0.01, -0.01, -0.01], [0.00, 0.03, 0.00], [-0.02, 0.03, 0.02], [0.07, 0.02, 0.03], [-0.04, 0.05, -0.05], [-0.01, -0.03, 0.00], [-0.02, 0.01, -0.08], [0.01, 0.02, 0.02], [0.03, 0.02, 0.01], [-0.05, 0.02, 0.00], [0.01, -0.01, -0.03], [-0.82, -0.23, 0.50], [0.27, -0.56, -0.08], [-0.38, -0.11, 0.00], [0.46, 0.30, 0.03], [-0.10, -0.16, -0.15], [-0.28, -1.08, 0.40], [0.28, 0.38, -0.39], [-0.05, 0.06, -0.05], [-0.10, -0.06, 0.06], [-0.01, 0.02, 0.00], [0.02, 0.03, -0.01], [0.00, -0.04, -0.02], [-0.16, 0.18, 0.14], [0.61, 0.25, -0.04], [0.11, 0.04, -0.18], [-0.01, -0.02, 0.02], [0.00, 0.02, -0.06], [0.02, 0.04, 0.04], [0.03, 0.18, 0.25], [0.03, 0.08, -0.17], [-0.12, 0.08, -0.01], [-0.04, 0.04, -0.01], [0.03, -0.01, -0.03], [-0.02, -0.04, 0.04], [0.06, 0.14, -0.11], [0.13, 0.12, 0.16], [0.10, 0.03, 0.21], [-0.06, 0.00, 0.03], [0.01, -0.04, -0.02], [-0.03, 0.01, 0.03], [0.17, -0.03, 0.03], [-0.10, 0.25, -0.06], [-0.11, -0.01, 0.05], [-0.06, 0.00, 0.02], [-0.01, 0.03, -0.06], [0.04, -0.02, 0.03], [-0.05, 0.14, -0.02], [0.05, -0.09, -0.17], [-0.06, -0.03, -0.23], [0.02, 0.04, 0.00], [0.03, -0.05, -0.04], [-0.05, 0.08, 0.02], [0.16, -0.09, -0.07], [0.01, -0.03, -0.03], [-0.01, -0.01, 0.01], [0.00, 0.00, 0.00], [-0.02, 0.03, 0.00], [0.13, 0.03, -0.03], [-0.03, 0.05, -0.03], [-0.01, -0.01, 0.00], [0.01, 0.02, 0.00], [0.00, -0.03, 0.03], [-0.04, 0.06, -0.04], [-0.02, -0.05, 0.04], [-0.01, -0.01, 0.00], [0.00, 0.00, -0.01], [0.00, -0.01, 0.00], [0.04, -0.07, 0.04], [-0.02, 0.03, -0.04], [0.01, -0.01, 0.02], [0.00, -0.02, 0.00], [0.00, 0.00, -0.01], [-0.05, 0.00, -0.10], [0.00, -0.05, 0.02], [0.00, 0.01, 0.02], [0.01, 0.01, 0.00], [0.00, -0.01, -0.01], [0.04, 0.01, -0.01], [-0.08, -0.02, 0.06], [0.01, 0.05, -0.03], [0.02, 0.01, 0.01], [0.01, -0.01, 0.00], [-0.08, -0.05, 0.03]],
  "total_charge": 3,
  "orbital_gap_ev": 8.1,
  "e_above_lowest_ev": 0.810,
  "homo_energy_ev": -15.2,
  "multiplicity": 1
}

---

2.
{
  "formula": "C2H4NO3P",
  "method": "the ωB97M-V functional and the def2-TZVPD basis",
  "symbols": ["C", "C", "N", "O", "O", "O", "P", "H", "H", "H", "H"],
  "positions_angstrom": [[-1.1541, 0.5655, 0.1639], [-0.0761, -0.2160, -0.6577], [-0.1844, 1.6358, 0.0779], [-0.3655, 2.5240, -0.8287], [1.7634, -2.2585, -0.6813], [1.3857, -1.0303, 1.4778], [0.6465, -1.7847, 0.2145], [-2.1441, 0.8438, -0.3249], [-1.3865, 0.2173, 1.2150], [-0.3180, -0.1829, -1.7975], [1.8331, -0.3139, 1.1409]],
  "atomic_forces_ev_per_a": [[-0.49, -0.29, -1.06], [-1.49, 0.30, 0.59], [0.87, -1.02, 0.39], [-0.66, 0.27, -0.27], [0.89, -0.71, -0.87], [-1.35, -2.08, 2.36], [-1.71, 0.68, -1.17], [0.96, -0.30, 0.19], [0.67, 0.22, -0.83], [0.62, -0.05, 1.99], [1.70, 2.99, -1.33]],
  "total_charge": -2,
  "orbital_gap_ev": 5.4,
  "e_above_lowest_ev": 5.087,
  "homo_energy_ev": 2.1,
  "multiplicity": 1
}

---

3.
{
  "formula": "C24H26N2O4",
  "method": "the ωB97M-V functional and the def2-TZVPD basis",
  "symbols": ["O", "C", "C", "C", "C", "C", "C", "C", "O", "C", "C", "C", "C", "C", "C", "C", "C", "C", "C", "H", "H", "H", "H", "H", "H", "H", "H", "C", "N", "C", "C", "N", "C", "C", "O", "H", "H", "H", "H", "H", "C", "H", "C", "H", "H", "H", "H", "H", "H", "H", "H", "H", "O", "H", "H", "H"],
  "positions_angstrom": [[-0.3051, -4.1791, -3.8427], [-0.0650, -3.5580, -2.8249], [1.0069, -3.7151, -1.8490], [2.0750, -4.5979, -1.7433], [2.9285, -4.4687, -0.6715], [2.7340, -3.4777, 0.3011], [1.6506, -2.5864, 0.2200], [0.8132, -2.7322, -0.8702], [-0.2827, -1.9576, -1.1198], [-0.8464, -2.4164, -2.2855], [-1.9599, -1.8885, -2.8384], [-2.6996, -0.7977, -2.2989], [-3.8104, -0.3096, -2.8873], [-4.6316, 0.7858, -2.4237], [-4.3609, 1.5061, -1.2552], [-5.1800, 2.5442, -0.8599], [-6.2885, 2.8912, -1.6166], [-6.5726, 2.1887, -2.7767], [-5.7552, 1.1503, -3.1748], [-5.9820, 0.6059, -4.0807], [-7.4350, 2.4535, -3.3710], [-6.9266, 3.7040, -1.3032], [-4.9554, 3.0891, 0.0456], [-3.5035, 1.2509, -0.6521], [-4.1407, -0.7751, -3.8085], [-2.3207, -0.3773, -1.3787], [-2.2957, -2.3476, -3.7578], [1.3779, -1.5537, 1.2852], [2.6198, -0.9632, 1.7784], [3.2805, -0.1079, 0.8010], [2.6211, 1.2662, 0.6502], [2.5828, 1.9259, 1.9431], [2.1053, 3.2922, 1.8585], [2.4597, 4.0969, 3.1097], [1.4736, 3.9021, 4.1033], [1.6919, 4.4391, 4.8717], [2.5136, 5.1614, 2.8430], [3.4447, 3.7727, 3.4704], [2.5947, 3.7614, 1.0019], [1.0135, 3.3453, 1.7107], [1.8137, 1.1216, 2.8776], [1.7842, 1.6320, 3.8390], [2.4864, -0.2420, 3.0353], [1.9287, -0.8581, 3.7440], [3.4978, -0.0890, 3.4238], [0.7715, 0.9928, 2.5318], [3.2177, 1.8702, -0.0373], [1.6105, 1.1562, 0.2154], [3.2977, -0.6205, -0.1633], [4.3098, 0.0363, 1.1416], [0.6725, -0.8164, 0.8793], [0.8883, -2.0445, 2.1352], [3.6154, -3.4066, 1.3109], [3.4406, -2.5707, 1.8041], [3.7738, -5.1262, -0.5476], [2.2218, -5.3584, -2.4933]],
  "atomic_forces_ev_per_a": [[0.03, 0.14, 0.20], [0.09, -0.28, -0.25], [-0.02, 0.27, 0.33], [-0.09, 0.20, 0.14], [0.16, -0.13, 0.01], [-0.26, 0.08, -0.19], [-0.17, 0.30, 0.16], [0.58, -0.84, -0.44], [-0.11, 0.40, 0.40], [-1.15, 0.33, -0.84], [1.05, -0.71, 0.26], [-0.68, 0.59, 0.00], [0.78, -0.58, 0.12], [-0.46, 0.55, 0.18], [0.00, -0.12, -0.15], [0.01, 0.05, 0.07], [-0.06, 0.01, -0.05], [-0.11, 0.14, 0.06], [0.25, -0.14, 0.09], [0.00, -0.06, -0.08], [-0.06, 0.01, -0.05], [-0.05, 0.06, 0.02], [0.02, 0.03, 0.06], [0.09, -0.02, 0.07], [0.01, -0.08, -0.09], [-0.04, 0.13, 0.12], [0.07, -0.12, -0.08], [-0.20, -0.11, -0.09], [0.03, -0.14, 0.08], [0.08, 0.23, -0.28], [0.13, -0.22, 0.01], [-0.04, -0.04, -0.13], [0.17, 0.15, 0.41], [0.23, 0.20, -0.46], [-0.32, -0.04, 0.34], [-0.02, -0.04, -0.06], [0.02, -0.10, 0.01], [-0.06, 0.05, -0.11], [-0.05, 0.00, 0.02], [0.03, 0.04, -0.08], [0.19, -0.25, 0.20], [-0.07, -0.08, -0.02], [-0.18, 0.21, 0.19], [0.04, 0.00, -0.01], [-0.08, 0.03, 0.08], [0.00, 0.05, 0.03], [-0.05, -0.04, -0.03], [0.03, 0.05, -0.01], [0.07, 0.00, 0.03], [-0.01, 0.02, -0.10], [0.03, -0.05, 0.14], [0.01, 0.11, -0.03], [0.04, -0.29, 0.00], [-0.06, 0.22, -0.11], [0.11, -0.07, 0.01], [0.04, -0.10, -0.08]],
  "orbital_gap_ev": 7.3,
  "e_above_lowest_ev": 3.144,
  "homo_energy_ev": -7.9,
  "smiles": "O=C1/C(=C/C=C/c2ccccc2)Oc2c1ccc(O)c2CN1CCN(CCO)CC1",
  "multiplicity": 1
}